No. 1
C15H33N3O5S4 as an isolated structure, computed with ωB97M-V/def2-TZVPD.

Summary:
HOMO, eV: -7.1
Energy, eV: -74134.56429
LUMO energy, eV: -2.582
Largest force on an atom, eV Å⁻¹: 0.9
Orbital gap, eV: 4.4982

The geometry in ORCA input format:
```
! wB97M-V def2-TZVPD RIJCOSX def2/J DEFGRID3
* xyz 0 1
C 2.036 -1.518 1.141
C 1.416 -0.244 1.715
C -0.091 -0.123 1.419
C -0.535 1.013 0.467
N -0.972 0.570 -0.857
C -2.167 -0.304 -0.767
C -3.366 0.074 -1.628
C -4.588 -0.629 -1.033
C -5.883 -0.346 -1.773
S -7.166 -1.566 -1.422
O -8.396 -0.811 -1.395
O -7.022 -2.595 -2.439
N -6.838 -2.100 0.030
S -6.139 -3.501 0.271
O -4.692 -3.453 0.138
O -6.654 -4.090 1.483
C -0.060 0.302 -1.825
S -0.364 -0.544 -3.198
S 1.538 1.041 -1.512
C 2.690 0.149 -2.585
C 4.045 0.109 -1.855
C 4.898 -1.121 -2.180
H 3.128 -1.519 1.191
H 1.750 -1.637 0.093
H 1.656 -2.395 1.672
H 1.949 0.623 1.311
H 1.560 -0.247 2.804
H -0.618 0.033 2.364
H -0.452 -1.083 1.040
H -1.396 1.523 0.905
H 0.242 1.776 0.367
H -1.877 -1.342 -0.957
H -2.488 -0.249 0.276
H -3.500 1.162 -1.652
H -3.209 -0.272 -2.651
H -4.398 -1.708 -1.050
H -4.700 -0.344 0.017
H -5.735 -0.355 -2.855
H -6.319 0.611 -1.477
H -6.571 -4.243 -0.767
H 2.277 -0.847 -2.755
H 2.745 0.655 -3.548
H 3.835 0.174 -0.786
H 4.601 1.019 -2.106
H 4.276 -1.982 -2.433
H 5.520 -1.402 -1.326
H 5.578 -0.933 -3.012
C 4.808 0.953 3.112
C 4.569 2.063 2.154
O 4.850 2.172 1.018
N 3.862 3.309 2.772
C 2.593 3.655 2.031
H 5.090 0.071 2.545
H 5.623 1.231 3.785
H 3.921 0.741 3.709
H 3.684 3.196 3.770
H 4.522 4.080 2.651
H 2.178 4.558 2.471
H 1.899 2.828 2.131
H 2.856 3.813 0.990
*
```



No. 2
C24H37KN4O7 as an isolated structure at a distorted geometry, computed with ωB97M-V/def2-TZVPD.

Summary:
HOMO, eV: -6.4
Energy, eV: -62104.33658
LUMO energy, eV: 0.112
Relative energy (zero: lowest compared OMol25 entry of this formula, charge and spin), kJ/mol: 123.9
Largest force on an atom, eV Å⁻¹: 1.1
Orbital gap, eV: 6.5356

The geometry in ORCA input format:
```
! wB97M-V def2-TZVPD RIJCOSX def2/J DEFGRID3
* xyz 0 1
K -0.036 -0.309 -0.723
C -2.539 1.028 1.141
C -2.733 -0.454 0.822
O -1.639 -1.267 1.164
C -1.665 -1.860 2.435
C -1.096 -0.992 3.570
O 0.167 -0.432 3.316
C 1.289 -1.279 3.447
C 1.731 -1.980 2.139
O 1.597 -1.214 0.975
C 2.618 -0.279 0.711
C 2.309 1.112 1.263
O 1.166 1.632 0.622
C 0.302 2.327 1.485
C -0.940 2.704 0.684
O -1.632 1.577 0.216
H -2.170 1.154 2.161
H -3.511 1.544 1.056
H -2.837 -0.534 -0.261
H -3.652 -0.813 1.304
H -1.067 -2.770 2.348
H -2.688 -2.148 2.721
H -1.070 -1.597 4.489
H -1.752 -0.136 3.747
H 1.108 -2.050 4.210
H 2.095 -0.629 3.806
H 1.116 -2.867 1.970
H 2.774 -2.305 2.278
H 2.687 -0.208 -0.376
H 3.580 -0.622 1.108
H 3.171 1.772 1.087
H 2.133 1.057 2.340
H 0.779 3.242 1.868
H 0.037 1.685 2.334
H -0.617 3.251 -0.203
H -1.598 3.352 1.279
C -4.248 0.287 -3.178
O -3.331 1.338 -3.435
C -2.099 1.175 -2.882
O -1.806 0.241 -2.173
N -1.306 2.209 -3.214
N 0.079 2.264 -2.996
H -5.014 0.361 -3.948
H -4.689 0.393 -2.183
H -3.736 -0.676 -3.230
H -1.654 2.847 -3.918
H 0.273 2.499 -2.025
H 0.522 1.349 -3.144
C -1.058 -3.499 -2.228
N -0.157 -2.365 -2.164
C 0.967 -2.466 -2.776
C 1.923 -1.439 -2.932
C 3.153 -1.600 -3.600
C 3.779 -0.367 -3.579
C 2.903 0.482 -2.901
N 1.789 -0.140 -2.505
C -0.541 -4.749 -1.566
C -0.411 -5.945 -2.262
C 0.025 -7.094 -1.624
C 0.330 -7.067 -0.275
C 0.223 -5.875 0.424
C -0.209 -4.729 -0.216
H -1.310 -3.728 -3.274
H -1.982 -3.193 -1.722
H 1.248 -3.416 -3.262
H 3.515 -2.519 -4.029
H 4.742 -0.106 -3.983
H 3.042 1.533 -2.689
H -0.661 -5.985 -3.312
H 0.120 -8.017 -2.180
H 0.646 -7.969 0.229
H 0.467 -5.851 1.479
H -0.307 -3.794 0.317
*
```



No. 3
A 11-piece molecular cluster, C39H75Br20N2 overall at a distorted geometry, computed with ωB97M-V/def2-TZVPD.

Summary:
HOMO, eV: -10.9
Energy, eV: -1445484.61996
LUMO energy, eV: -4.012
Largest force on an atom, eV Å⁻¹: 1.0
Orbital gap, eV: 6.9103

The geometry in ORCA input format:
```
! wB97M-V def2-TZVPD RIJCOSX def2/J DEFGRID3
* xyz 1 1
C 2.537 3.998 2.856
C 1.338 4.960 2.963
C 0.199 4.604 1.988
C -1.213 4.907 2.521
C -2.053 3.653 2.887
C -2.475 3.609 4.354
C -1.264 3.486 5.303
C -1.333 2.286 6.280
C -0.510 1.075 5.809
C -1.328 0.174 4.873
C -0.515 -0.739 3.947
C 0.819 -1.245 4.538
C 1.242 -2.542 3.857
C 2.741 -2.845 3.933
C 3.085 -4.119 3.125
C 3.969 -3.865 1.950
C 3.715 -2.849 1.042
C 4.582 -2.725 -0.031
N 5.610 -3.545 -0.138
N 5.929 -4.522 0.706
C 5.116 -4.658 1.716
H 3.478 4.529 3.006
H 2.556 3.559 1.858
H 2.462 3.190 3.586
H 0.955 4.996 3.983
H 1.710 5.963 2.742
H 0.282 3.549 1.714
H 0.362 5.164 1.066
H -1.743 5.476 1.758
H -1.173 5.545 3.403
H -1.501 2.744 2.628
H -2.943 3.654 2.251
H -3.077 4.488 4.595
H -3.140 2.750 4.476
H -0.361 3.358 4.704
H -1.187 4.395 5.899
H -2.378 1.959 6.306
H -1.083 2.568 7.302
H -0.183 0.492 6.673
H 0.388 1.424 5.293
H -1.914 0.841 4.234
H -2.065 -0.393 5.445
H -0.296 -0.254 2.995
H -1.104 -1.639 3.749
H 0.696 -1.395 5.611
H 1.596 -0.489 4.407
H 0.671 -3.399 4.220
H 0.991 -2.435 2.790
H 3.333 -1.984 3.624
H 2.976 -3.057 4.979
H 2.154 -4.540 2.729
H 3.504 -4.905 3.752
H 2.863 -2.193 1.141
H 4.464 -1.953 -0.776
H 6.235 -3.452 -0.929
H 5.358 -5.451 2.412
Br 2.185 -0.547 -4.224
C 1.931 -2.467 -4.404
C 1.071 -3.021 -3.304
Br 2.055 -3.147 -1.616
H 2.921 -2.910 -4.434
H 1.448 -2.602 -5.367
H 0.760 -4.037 -3.536
H 0.197 -2.412 -3.101
Br 1.831 -2.965 7.970
C 0.729 -4.535 7.634
C 1.534 -5.801 7.728
Br 2.664 -6.071 6.161
H 0.274 -4.400 6.659
H -0.044 -4.524 8.398
H 0.878 -6.667 7.762
H 2.195 -5.809 8.588
Br 2.818 -3.110 -7.610
C 3.458 -1.717 -8.817
C 2.923 -0.367 -8.428
Br 1.057 -0.167 -8.926
H 3.164 -2.012 -9.819
H 4.542 -1.740 -8.739
H 3.457 0.415 -8.964
H 2.985 -0.183 -7.360
Br 5.456 -1.587 -11.976
C 4.151 -2.687 -12.915
C 3.346 -1.884 -13.901
Br 2.010 -0.782 -13.020
H 3.530 -3.152 -12.156
H 4.731 -3.450 -13.428
H 2.791 -2.548 -14.560
H 3.961 -1.216 -14.494
Br -1.330 -6.755 5.497
C -2.131 -8.155 6.586
C -3.224 -7.611 7.465
Br -2.496 -6.618 8.971
H -1.326 -8.604 7.159
H -2.526 -8.884 5.882
H -3.801 -8.424 7.900
H -3.887 -6.936 6.935
Br -1.230 -2.655 -6.397
C -2.273 -3.680 -7.682
C -1.998 -3.243 -9.094
Br -2.878 -1.557 -9.502
H -3.315 -3.560 -7.407
H -1.978 -4.717 -7.537
H -2.412 -3.964 -9.797
H -0.940 -3.103 -9.295
Br -1.126 8.239 3.105
C -1.636 9.666 1.888
C -2.978 9.400 1.264
Br -2.862 8.042 -0.128
H -0.842 9.752 1.153
H -1.670 10.570 2.492
H -3.350 10.293 0.767
H -3.713 9.051 1.983
Br 3.779 1.536 0.332
C 4.582 2.559 -1.120
C 4.414 4.039 -0.904
Br 2.599 4.612 -1.283
H 4.117 2.215 -2.038
H 5.636 2.289 -1.120
H 5.049 4.592 -1.592
H 4.633 4.337 0.116
Br -5.639 -4.952 -6.833
C -6.277 -3.578 -8.062
C -7.323 -4.115 -9.000
Br -6.534 -5.217 -10.393
H -5.407 -3.197 -8.589
H -6.690 -2.795 -7.431
H -7.819 -3.297 -9.518
H -8.061 -4.727 -8.495
Br -5.225 10.749 4.279
C -6.821 10.071 3.397
C -7.288 8.782 4.016
Br -6.173 7.281 3.480
H -6.580 9.965 2.344
H -7.572 10.848 3.520
H -8.290 8.537 3.671
H -7.274 8.813 5.100
*
```



Q: energy of number 3 (C39H75Br20N2)?
A: -1445484.61996 eV